[1]
This record from the Open Molecules 2025 dataset describes a 10-piece molecular cluster, C29H83N5O10 overall at a distorted geometry. The level of theory is wB97M-V/def2-TZVPD.

Positions of all 127 atoms, in Å:
C 4.0134 0.4114 -4.4514
C 2.5773 0.3675 -4.9384
C 2.2140 -1.0055 -5.5551
O 1.8825 0.6287 -3.7439
H 4.2370 -0.4724 -3.8539
H 4.2342 1.2464 -3.7865
H 4.5908 0.5103 -5.3706
H 2.4144 1.1772 -5.6497
H 1.1524 -1.1499 -5.7556
H 2.4208 -1.7325 -4.7697
H 2.7666 -1.0679 -6.4925
H 2.0369 -0.1220 -3.1658
C 1.1847 1.5642 0.1079
C -0.0110 0.6254 0.4659
C -0.9826 0.4679 -0.6452
O 0.4092 -0.6678 0.7269
H 1.9246 1.4698 0.9027
H 0.8615 2.5914 -0.0605
H 1.7512 1.1836 -0.7420
H -0.4939 0.9792 1.3768
H -0.6792 -0.2000 -1.4514
H -1.0911 1.4433 -1.1194
H -1.9508 0.2077 -0.2175
H -0.3385 -1.2251 0.9551
C 4.5230 4.3151 0.6977
C 3.3840 4.7772 1.6218
C 3.7733 5.1882 3.0435
O 2.7985 5.9160 0.9625
H 4.1539 3.6921 -0.1170
H 5.2610 3.6943 1.2057
H 5.1062 5.1846 0.3944
H 2.6150 4.0066 1.6762
H 2.8496 5.5063 3.5268
H 4.5188 5.9828 3.0752
H 4.1057 4.3082 3.5942
H 2.7157 5.7899 0.0145
O -1.7070 -2.2036 1.5241
H -2.5042 -2.3783 1.0239
H -1.8980 -2.5325 2.4025
O 1.6757 -1.7044 -1.5614
H 1.3596 -1.3138 -0.7466
H 0.9287 -2.2013 -1.8949
C -3.9374 3.9619 -7.9418
C -4.0311 2.9334 -6.7375
C -2.6612 2.9543 -5.9581
O -2.7455 2.0004 -4.9440
C -1.4432 2.0021 -4.2182
N -5.1266 3.4504 -5.9352
H -2.9975 3.7316 -8.4434
H -3.9488 4.9918 -7.5849
H -4.6835 3.6872 -8.6875
H -4.2034 1.9222 -7.1063
H -2.5828 3.9923 -5.6347
H -1.8158 2.7710 -6.6212
H -0.5817 1.7663 -4.8430
H -1.3622 1.2840 -3.4022
H -1.3462 2.9628 -3.7126
H -4.9459 4.4390 -5.8340
H -5.0332 3.0821 -4.9994
C 3.1383 -7.2324 3.6576
C 2.6951 -6.6308 2.3136
C 2.7371 -5.0773 2.1628
O 1.6760 -4.4320 2.9432
C 1.5878 -3.0744 2.8534
N 3.6347 -7.2082 1.3452
H 2.6033 -6.7899 4.4979
H 4.1830 -7.0704 3.9228
H 2.8235 -8.2759 3.6501
H 1.6979 -6.9704 2.0337
H 2.4817 -5.0060 1.1056
H 3.7682 -4.7509 2.2989
H 2.5888 -2.6623 2.9810
H 1.0144 -2.6790 3.6919
H 1.0854 -2.8544 1.9115
H 3.6335 -8.2124 1.2371
H 3.3428 -6.8030 0.4673
C 4.3896 1.6550 6.9496
C 3.5407 2.8158 6.3732
C 2.2111 2.3649 5.7324
O 2.4993 1.4781 4.6503
C 1.2276 0.8796 4.2677
N 3.3273 3.8036 7.4517
H 5.2824 2.0705 7.4168
H 4.7289 0.9042 6.2360
H 3.8033 1.1524 7.7189
H 4.1229 3.2785 5.5762
H 1.6647 3.2455 5.3946
H 1.7674 1.8183 6.5646
H 1.3036 0.3629 3.3109
H 0.4054 1.5942 4.2306
H 1.0167 0.1278 5.0282
H 4.1319 3.9013 8.0544
H 3.2672 4.7347 7.0649
C -2.0910 -4.3656 -3.8100
C -0.9229 -3.3422 -3.4799
C -1.3144 -2.0513 -4.1058
O -1.5379 -2.2093 -5.4865
C -2.0022 -1.0599 -6.2062
N -0.7560 -3.1533 -2.0590
H -2.2101 -4.4742 -4.8880
H -3.0166 -4.0412 -3.3345
H -1.7406 -5.3247 -3.4285
H -0.0346 -3.7906 -3.9247
H -0.4968 -1.3374 -4.0064
H -2.1638 -1.5629 -3.6282
H -2.2223 -1.4275 -7.2085
H -1.3068 -0.2259 -6.3007
H -2.8943 -0.6416 -5.7400
H -0.6216 -4.0858 -1.6949
H -1.6087 -2.8672 -1.5997
C -5.9374 -1.8389 3.9715
C -6.2369 -0.4181 4.3254
C -5.3493 0.5390 3.4893
O -4.0372 0.5150 4.0242
C -3.1551 1.4185 3.4352
N -7.6580 -0.1484 3.9916
H -6.3216 -2.0289 2.9693
H -6.4018 -2.5280 4.6768
H -4.8555 -1.9709 3.9702
H -6.0688 -0.2090 5.3818
H -5.6543 1.5745 3.6403
H -5.4599 0.2694 2.4390
H -3.2306 1.4854 2.3498
H -2.1563 1.1039 3.7377
H -3.2474 2.4065 3.8863
H -8.1963 -0.6745 4.6651
H -7.8124 0.8161 4.2486

Output
Maximum force, eV Å⁻¹: 4.10
Spin multiplicity: 2
<S²>: 0.7505
Orbital gap (alpha / beta), eV: 2.3 / 9.4
Net charge: -1
E_HOMO (alpha / beta), Ha: 0.0003 / -0.2631
Lowest unoccupied orbital energy (alpha / beta), eV: 2.263 / 2.249


[2]
This record from the Open Molecules 2025 dataset describes a 10-piece molecular cluster, C29H85O40P9S overall at a distorted geometry. The level of theory is wB97M-V/def2-TZVPD.

Positions of all 164 atoms, in Å:
C -0.4435 -1.0740 -1.3906
O -0.6222 -1.6405 -0.1049
P 0.0523 -0.9262 1.1437
O 0.8923 0.2196 0.7773
O -1.1697 -0.6022 2.0946
C -2.0795 0.3826 1.6879
O 0.7012 -2.0701 1.9949
C 2.1145 -2.2413 2.0390
H -0.3175 -1.8206 -2.1772
H 0.2060 -0.2082 -1.4271
H -1.4408 -0.7172 -1.7022
H -2.6295 0.7625 2.5540
H -2.7841 0.0931 0.9072
H -1.6355 1.3223 1.3581
H 2.3992 -2.1401 3.0936
H 2.7294 -1.4853 1.5577
H 2.4269 -3.2577 1.8131
C -0.7818 0.5766 8.4315
O -1.5796 0.7404 7.2695
P -1.2533 1.7841 6.1388
O -2.1938 1.7314 5.0212
O 0.2601 1.4819 5.7633
C 0.5545 0.6358 4.6410
O -1.1297 3.1561 6.8984
C -0.9777 4.3703 6.1594
H 0.2859 0.7389 8.2429
H -0.7923 -0.4612 8.7615
H -1.0999 1.2622 9.2136
H -0.3021 0.6268 3.9671
H 0.5692 -0.3701 5.0674
H 1.4445 0.9247 4.0951
H -0.0340 4.8332 6.4485
H -1.8095 5.0364 6.3727
H -0.9302 4.2221 5.0792
C -2.6047 2.0538 -3.2240
O -3.0097 2.0419 -1.8564
P -4.5017 1.6575 -1.4814
O -4.8266 0.2521 -1.6878
O -5.3605 2.7580 -2.2532
C -6.0742 2.3053 -3.4391
O -4.5200 2.1776 0.0018
C -5.7631 2.1670 0.7023
H -2.1438 3.0285 -3.4028
H -3.4247 1.9313 -3.9272
H -1.8022 1.3414 -3.4166
H -5.6682 1.4082 -3.8974
H -6.0221 3.1536 -4.1195
H -7.1162 2.1541 -3.1611
H -6.5894 2.2806 -0.0143
H -5.8844 2.9234 1.4664
H -5.9997 1.1655 1.0763
C -2.9949 -6.0551 -5.6527
O -2.1827 -5.2888 -6.5461
P -2.5467 -3.7628 -6.8261
O -1.4644 -3.0560 -7.5002
O -3.9315 -3.8274 -7.5834
C -3.8780 -4.2961 -8.9618
O -3.0500 -3.1622 -5.4577
C -2.1474 -2.6910 -4.4945
H -3.8217 -5.5215 -5.1812
H -2.3736 -6.3721 -4.8128
H -3.3697 -6.9107 -6.2086
H -4.0059 -3.4376 -9.6093
H -4.7362 -4.9647 -9.0165
H -2.9949 -4.9010 -9.1528
H -1.3969 -3.4566 -4.2597
H -2.6110 -2.4631 -3.5352
H -1.5799 -1.8021 -4.7811
C 7.5511 -5.0903 0.2537
O 6.7071 -4.2070 0.9826
P 6.0342 -3.0215 0.1723
O 5.5030 -1.9688 1.0342
O 7.0800 -2.5506 -0.9351
C 8.4097 -2.1676 -0.5754
O 4.9585 -3.6736 -0.7869
C 4.3415 -2.7119 -1.7090
H 8.5778 -4.7784 0.0854
H 7.0895 -5.3729 -0.6990
H 7.5661 -6.0662 0.7444
H 8.6144 -2.3525 0.4753
H 8.6352 -1.1355 -0.8515
H 9.0718 -2.7040 -1.2611
H 4.5720 -1.6545 -1.6186
H 3.2979 -2.8836 -1.4537
H 4.6105 -3.0827 -2.6925
C 1.4476 9.6520 1.6190
O 0.4236 8.6648 1.5607
P 0.7814 7.1661 2.0211
O 1.8742 6.6122 1.2237
O 1.1327 7.4064 3.5469
C 2.4781 7.5257 4.0111
O -0.6282 6.5010 1.9564
C -0.9530 5.7283 0.7983
H 1.4607 10.1412 0.6469
H 2.4378 9.2565 1.8481
H 1.2144 10.3920 2.3884
H 2.5494 8.4021 4.6484
H 3.2114 7.4648 3.2095
H 2.6794 6.6575 4.6480
H -1.5797 4.9090 1.1014
H -0.1207 5.3906 0.1759
H -1.4691 6.3684 0.0743
C -3.8247 -2.3463 -0.4238
O -3.1821 -3.3464 0.3366
P -3.8343 -4.7448 0.6068
O -5.2906 -4.7456 0.6322
O -3.2239 -5.4814 -0.6850
C -3.7594 -6.6927 -1.2049
O -2.9460 -5.3245 1.7652
C -3.3512 -6.4440 2.5089
H -4.0303 -1.4731 0.1880
H -4.7098 -2.6372 -0.9908
H -3.1570 -2.0066 -1.2198
H -3.6173 -6.6859 -2.2838
H -4.8351 -6.7818 -1.0366
H -3.2397 -7.5292 -0.7360
H -2.7912 -7.3659 2.3776
H -4.4287 -6.6432 2.4814
H -3.2935 -6.2234 3.5832
C 4.1215 1.0885 0.4093
O 5.2744 1.8663 0.6653
P 5.2888 3.4344 0.9371
O 4.5860 4.2899 -0.0138
O 6.8657 3.6247 0.9365
C 7.4533 4.4340 1.9654
O 4.8746 3.6302 2.4501
C 3.5505 3.5253 2.9830
H 3.2035 1.6649 0.2780
H 3.8773 0.3862 1.2123
H 4.2817 0.4193 -0.4360
H 7.8781 3.7424 2.6981
H 6.7862 5.0815 2.5306
H 8.2510 5.0317 1.5322
H 3.5694 2.9890 3.9302
H 2.8706 3.1156 2.2423
H 3.2683 4.5468 3.2461
C 1.4172 -2.2590 -6.0979
O 2.1262 -1.5952 -5.0423
P 3.3551 -0.6481 -5.3278
O 4.5169 -1.1376 -6.0366
O 2.6194 0.5163 -6.1335
C 3.2978 1.7428 -6.4057
O 3.5638 -0.0571 -3.8810
C 2.4791 0.4537 -3.1058
H 0.6347 -1.5525 -6.3644
H 0.9855 -3.2304 -5.8627
H 2.0473 -2.4981 -6.9577
H 3.9506 1.6051 -7.2666
H 3.8597 2.0738 -5.5316
H 2.5563 2.4992 -6.6517
H 1.8025 1.0550 -3.7045
H 2.9766 0.9747 -2.2886
H 1.9722 -0.3555 -2.5776
C -4.6863 -1.5673 3.4112
C -3.8429 -1.1029 4.6220
O -4.7276 -1.0151 5.7207
S -6.2135 -1.5215 5.3947
O -7.1004 -0.4974 5.7958
O -6.4308 -2.8326 5.8736
O -6.0548 -1.5667 3.8140
H -4.4220 -2.6012 3.1845
H -4.5845 -0.8979 2.5636
H -3.3774 -0.1532 4.3554
H -3.0003 -1.7642 4.8156

Output
Maximum force, eV Å⁻¹: 2.69
Relative energy (zero: lowest compared OMol25 entry of this formula, charge and spin), kJ/mol: 174.3
Spin multiplicity: 1
Orbital gap, eV: 10.3
Net charge: 0
SMILES string: COP(=O)(OC)OC.COP(=O)(OC)OC.COP(=O)(OC)OC.COP(=O)(OC)OC.COP(=O)(OC)OC.COP(=O)(OC)OC.COP(=O)(OC)OC.COP(=O)(OC)OC.COP(=O)(OC)OC.O=S1(=O)OCCO1
E_HOMO, Ha: -0.3652
Lowest unoccupied orbital energy, eV: 0.322


[3]
This record from the Open Molecules 2025 dataset describes a 12-piece molecular cluster, C29H86N4O17 overall at a distorted geometry. The level of theory is wB97M-V/def2-TZVPD.

Positions of all 136 atoms, in Å:
C -12.9053 -3.7494 -17.3276
C -12.4212 -2.3385 -17.7877
O -11.4371 -1.7999 -16.9422
O -12.0246 -4.8517 -17.5152
H -13.6794 -3.8617 -18.0867
H -13.4437 -3.7123 -16.3806
H -13.3124 -1.7144 -17.7223
H -12.0953 -2.4803 -18.8181
H -10.7215 -2.4398 -16.9397
H -12.5025 -5.5841 -17.1192
C -14.0424 1.5030 -15.0811
C -15.3429 2.1830 -14.6685
O -16.0817 2.6964 -15.7730
O -13.1349 2.5284 -15.4542
H -14.2137 0.7734 -15.8725
H -13.4268 1.0968 -14.2786
H -15.1872 3.0180 -13.9854
H -16.0076 1.5179 -14.1173
H -15.6731 3.4739 -16.1604
H -12.4849 2.1399 -16.0443
C -15.5788 -1.6243 -15.0574
C -16.7437 -2.6589 -14.8808
O -17.9748 -1.9872 -14.7651
O -15.1166 -1.1341 -13.7718
H -15.9503 -0.8175 -15.6891
H -14.7852 -2.1225 -15.6142
H -16.3751 -3.4215 -14.1947
H -16.7848 -3.2234 -15.8123
H -18.0258 -1.5662 -13.9039
H -15.8128 -0.6275 -13.3471
C -15.1978 -6.1484 -14.6723
C -15.1149 -6.3825 -16.2751
O -13.8361 -6.9267 -16.6367
O -14.3522 -4.9975 -14.2773
H -14.7689 -6.9615 -14.0866
H -16.2543 -6.2140 -14.4125
H -15.1824 -5.4044 -16.7513
H -15.8584 -7.0362 -16.7311
H -13.7035 -7.8225 -16.3182
H -14.2266 -5.0301 -13.3262
C -12.1662 -1.7213 -12.6082
C -10.9676 -2.2786 -11.8388
O -11.4047 -3.2244 -10.8620
O -13.0965 -1.0646 -11.7844
H -12.7017 -2.5084 -13.1390
H -11.8529 -1.0080 -13.3705
H -10.4684 -1.5046 -11.2558
H -10.2359 -2.7578 -12.4892
H -12.1126 -2.7990 -10.3727
H -13.8795 -1.1890 -12.3256
C -19.3619 -5.4047 -16.0447
O -19.7998 -6.6426 -16.5497
H -20.1711 -4.7421 -15.7377
H -18.6529 -5.5572 -15.2310
H -18.8477 -4.9602 -16.8968
H -19.5966 -6.5812 -17.4859
C -19.9749 -3.7665 -11.6907
O -19.1054 -2.6261 -11.5285
H -19.7871 -4.0371 -12.7297
H -19.6569 -4.5679 -11.0237
H -21.0182 -3.4801 -11.5578
H -19.6616 -1.8970 -11.2445
C -21.0607 -0.9358 -16.4232
O -20.7608 -0.2904 -17.6521
H -20.2139 -1.5907 -16.2177
H -21.2511 -0.2043 -15.6379
H -21.9809 -1.5122 -16.5188
H -19.8936 0.0242 -17.3867
C -22.0918 -0.5705 -12.7147
C -20.8590 0.0779 -12.1173
C -20.9955 1.6203 -12.0991
O -20.8811 2.1313 -13.4240
C -19.6344 1.9127 -14.0999
N -20.7602 -0.5346 -10.8177
H -22.2304 -0.3603 -13.7752
H -22.9271 -0.1248 -12.1746
H -22.1612 -1.6480 -12.5650
H -19.9479 -0.2118 -12.6408
H -20.2243 2.0851 -11.4849
H -21.8800 2.0158 -11.5997
H -19.5364 2.6421 -14.9039
H -19.6665 0.9690 -14.6445
H -18.7593 1.9520 -13.4513
H -20.1631 -0.0677 -10.1502
H -21.6220 -0.5471 -10.2913
C -16.4035 -5.0468 -11.1254
C -15.1015 -4.3176 -10.8309
C -14.9275 -4.1763 -9.3412
O -13.7453 -3.3921 -9.0946
C -13.7295 -2.8023 -7.8016
N -14.0577 -5.1307 -11.5098
H -16.4613 -6.0322 -10.6630
H -16.5391 -5.1773 -12.1990
H -17.2999 -4.5775 -10.7198
H -15.1158 -3.3506 -11.3336
H -14.9500 -5.1803 -8.9174
H -15.7952 -3.6246 -8.9794
H -12.7825 -2.2684 -7.7221
H -13.6132 -3.6239 -7.0948
H -14.6163 -2.1905 -7.6362
H -13.2482 -4.5273 -11.5363
H -13.7895 -5.9564 -10.9939
C -15.8005 1.0964 -10.9116
C -16.4724 -0.2639 -10.8640
C -17.3461 -0.4516 -9.6309
O -18.3359 0.5961 -9.4258
C -19.0398 0.4367 -8.2220
N -17.1970 -0.4410 -12.0534
H -16.6710 1.7378 -10.7745
H -15.3447 1.4285 -11.8444
H -15.0577 1.2782 -10.1349
H -15.7803 -1.0991 -10.9710
H -16.7547 -0.5774 -8.7239
H -17.7896 -1.4451 -9.6966
H -19.6601 -0.4586 -8.1796
H -19.6375 1.3483 -8.2139
H -18.4322 0.4467 -7.3171
H -17.8670 0.3114 -12.1250
H -17.7275 -1.2469 -11.7547
C -15.7817 0.5358 -18.7574
C -17.3635 0.4055 -18.6416
C -17.8793 -0.9020 -19.3120
O -17.5411 -2.1205 -18.6427
C -18.4376 -3.1641 -18.9073
N -17.9319 0.5864 -17.3284
H -15.3857 1.5215 -18.5133
H -15.3955 0.2237 -19.7277
H -15.2798 -0.0778 -18.0093
H -17.7870 1.2076 -19.2459
H -17.3872 -1.0138 -20.2781
H -18.9565 -0.9043 -19.4785
H -18.5356 -3.3778 -19.9717
H -19.4254 -3.0679 -18.4567
H -17.9882 -4.0618 -18.4827
H -17.7147 -0.2590 -16.8202
H -17.5372 1.3637 -16.8184

Output
Maximum force, eV Å⁻¹: 3.23
Spin multiplicity: 1
Orbital gap, eV: 9.7
Net charge: 0
SMILES string: COC[C@H](C)N.COC[C@H](C)N.COC[C@H](C)N.COC[C@H](C)N.OCCO.OCCO.OCCO.OCCO.OCCO.CO.CO.CO
E_HOMO, Ha: -0.3424
Lowest unoccupied orbital energy, eV: 0.348